(i)
Here is a single CH3PSi molecule from the OMol25 dataset. Energies are from wB97M-V/def2-TZVPD.

Cartesian coordinates (Å):
C1 1.51363 1.09051 0.32071
Si1 -1.16108 -1.16081 0.25377
P1 1.45253 -0.45356 0.19476
H1 1.65908 2.16531 0.24543
H2 -1.56435 0.17231 0.05551
H3 -1.89982 -1.81376 -1.07018

As for the SMILES: C#P=[SiH2]. The molecular weight comes out at 74.09 g/mol. The highest occupied orbital energy (spin up / spin down) is -0.297 / -0.297 Ha.


(ii)
Here is 2 unconnected molecules or ions with the total composition CH3PSi from the OMol25 dataset. Energies are from wB97M-V/def2-TZVPD.

Cartesian coordinates (Å):
C1 -2.35510 1.26704 0.41546
Si1 2.68332 0.67069 -0.52426
P1 -3.17578 -0.00398 0.75975
H1 -1.69941 2.07663 0.08446
H2 1.17429 0.33878 -0.29378
H3 3.24070 -0.45195 0.16633

The molecular weight comes out at 74.09 g/mol. The highest occupied orbital energy is -0.321 Ha.


Most stable structure - (ii); separation to the second - 5.8 kJ/mol.


(i)
Here is 2 unconnected molecules or ions with the total composition C7H15N2O3P from the OMol25 dataset. Energies are from wB97M-V/def2-TZVPD.

Cartesian coordinates (Å):
C1 -2.23647 0.90999 -0.43866
C2 -1.55894 1.21570 0.88931
C3 -2.16845 -0.53835 -0.41512
C4 -1.25085 2.56655 1.42595
C5 -2.73576 -1.52870 -1.27836
C6 3.54935 0.10723 -1.35044
C7 1.73437 -2.13147 1.22350
N1 -1.05812 0.12716 1.36301
N2 -1.57330 -0.94237 0.68674
O1 0.69653 0.78161 -1.02377
O2 3.07102 0.42805 -0.00302
O3 1.08468 -1.36882 0.19850
P1 1.46478 0.20939 0.11284
H1 -3.18495 1.35245 -0.48071
H2 -1.60817 1.32788 -1.25674
H3 1.32744 0.93234 1.29514
H4 -2.18218 3.19916 1.71034
H5 -0.83643 3.05458 0.55277
H6 -0.48458 2.57340 2.35179
H7 -2.57093 -2.62182 -0.97941
H8 -2.43796 -1.62590 -2.33447
H9 -3.81502 -1.29164 -1.31388
H10 4.27197 0.91902 -1.73452
H11 2.69154 -0.01464 -2.02283
H12 4.08091 -0.84068 -1.31700
H13 1.98277 -1.43763 2.02443
H14 2.75409 -2.42850 0.71708
H15 0.99265 -2.93397 1.39754

As for the SMILES: CC1=NN=C(C)C1.CO[PH](=O)OC. The molecular weight comes out at 206.18 g/mol. The highest occupied orbital energy is -0.326 Ha.


(ii)
Here is a single C7H15N2O3P molecule from the OMol25 dataset. Energies are from wB97M-V/def2-TZVPD.

Cartesian coordinates (Å):
C1 0.02705 -2.14890 0.10794
C2 1.79815 0.84435 1.17228
C3 -1.97232 -3.40968 0.62579
C4 -2.23367 -1.73011 -1.03570
C5 0.91765 2.63960 -0.12054
C6 3.32795 2.37079 -0.00038
C7 0.82391 -1.08723 -0.24821
N1 -1.29411 -2.33245 -0.14860
N2 2.04166 1.89944 0.37913
O1 3.16995 -0.31951 -1.12198
O2 2.67940 -0.04510 1.40935
O3 3.37061 -2.35720 0.34960
P1 2.63697 -1.22551 -0.11957
H1 0.34991 -2.93878 0.84551
H2 0.77271 0.73399 1.56632
H3 -2.71811 -2.92523 1.31038
H4 -1.43311 -3.91482 1.38721
H5 -2.27679 -4.08360 -0.12475
H6 -2.61106 -2.61628 -1.63721
H7 -1.72772 -0.97880 -1.69479
H8 -3.13807 -1.33678 -0.55875
H9 -0.11382 2.26727 0.22590
H10 1.03933 2.44057 -1.29106
H11 1.05636 3.74704 0.13755
H12 4.20451 1.95104 0.62861
H13 3.35678 3.47168 0.13412
H14 3.46808 2.12281 -1.02704
H15 0.52636 -0.31314 -1.03843

The molecular weight comes out at 206.18 g/mol. The highest occupied orbital energy is -0.300 Ha.


Most stable structure - (i); separation to the second - 5.4 kJ/mol.


(i)
Here is 2 unconnected molecules or ions with the total composition CH2N2O4S from the OMol25 dataset. Energies are from wB97M-V/def2-TZVPD.

Cartesian coordinates (Å):
C1 0.61326 1.20801 0.22159
N1 -0.00914 2.21302 -0.00529
N2 -0.44110 -1.93697 -0.97480
O1 -2.65170 -0.47069 -0.99908
O2 -0.65676 0.02800 -2.63860
O3 0.77069 -1.98986 -1.54118
O4 0.97425 0.10340 0.26429
S1 -1.34678 -0.73176 -1.61260
H1 -0.02024 3.08760 0.29388
H2 1.31270 -1.33054 -1.05228

As for the SMILES: O=S(=O)=NO.N=C=O. The molecular weight comes out at 138.10 g/mol. The highest occupied orbital energy is -0.377 Ha.


(ii)
Here is 2 unconnected molecules or ions with the total composition CH2N2O4S from the OMol25 dataset. Energies are from wB97M-V/def2-TZVPD.

Cartesian coordinates (Å):
C1 1.02767 0.63926 -1.58687
N1 0.96337 -0.48983 -1.92015
N2 -0.38282 -0.91409 0.26586
O1 1.46445 -0.12380 1.80990
O2 -0.84510 0.86298 1.81803
O3 -1.68355 -0.69707 0.13531
O4 0.92334 1.66147 -1.06330
S1 0.27461 0.30825 1.12598
H1 0.41498 -1.10837 -1.49867
H2 -2.15694 -0.13880 0.91391

As for the SMILES: O=S(=O)=NO.N=C=O. The molecular weight comes out at 138.10 g/mol. The highest occupied orbital energy (spin up / spin down) is -0.396 / -0.381 Ha.


Most stable structure - (i); separation to the second - 94.0 kJ/mol.